ORCA calculation (ωB97M-V with the def2-TZVPD basis set) on 2 unconnected molecules or ions with the total composition CH7N4O at a distorted geometry.

Output
**Energy relative to the best compared isomer or geometry (same formula, charge and spin)**: 150.4 kcal/mol
**Strongest force on any atom**: 4.583 eV Å⁻¹
**DFT total energy**: -336.018290 Ha
**2S+1**: 1
**Gap between HOMO and LUMO (alpha / beta)**: 5.6683 / 8.5586 eV
**Net charge**: +1

Last column: Mulliken charge in e.
Atoms and positions in Å:
1 C -1.61923 -0.12751 -0.22697  0.261
2 N 1.26257 -1.26773 0.11810  -0.464
3 N -2.45440 -1.00618 0.12469  -0.292
4 N 1.97359 1.07981 0.22970  -0.508
5 N 2.14498 -0.35125 -0.27617  0.074
6 O -1.74402 1.08321 -0.36513  -0.321
7 H -1.95874 -1.82683 0.27396  0.291
8 H -3.40152 -0.78613 0.56171  0.257
9 H 1.84763 0.91554 1.28865  0.330
10 H 1.20199 1.46774 -0.30644  0.270
11 H 3.17753 -0.42949 0.13034  0.406
12 H 2.19289 -0.32791 -1.26879  0.347
13 H -2.62329 1.57672 -0.28365  0.350

Forces on atoms 1 to 2 (eV/Å):
2.62 -1.42 -0.36
-1.33 -0.95 0.31